# 1
12
Properties=species:S:1:pos:R:3:forces:R:3 method="wB97M-V/def2-TZVPD" spin_multiplicity=1 relative_energy_kcal_mol=52.4 smiles="OP(S)S.C=N" homo_lumo_gap_ev=9.28 total_charge=0
O -0.21938 -0.68077 -0.70377 -0.9 1.5 -4.4
P -0.80246 -1.72483 -1.84668 -0.3 -1.8 2.1
S -0.39576 -0.54943 -3.45503 0.0 1.4 -1.6
S -2.87145 -1.57171 -1.24145 0.1 1.0 -0.4
H 0.04437 -1.03693 0.08976 0.9 -1.4 3.0
H -0.81730 -1.30590 -4.52900 0.2 0.0 1.2
H -3.04939 -2.87082 -1.19736 0.0 -0.8 -0.1
C 0.53800 1.31479 2.49500 0.0 1.1 1.0
N -0.14965 0.67796 1.64629 1.6 -0.5 0.3
H 0.25241 2.25981 3.08779 -0.1 -1.1 -1.1
H 1.58983 1.00170 2.82223 -1.5 -0.2 -0.7
H -1.04011 0.96959 1.25188 0.0 0.6 0.8

=====

# 2
9
Properties=species:S:1:pos:R:3:forces:R:3 method="wB97M-V/def2-TZVPD" spin_multiplicity=1 relative_energy_kcal_mol=20.4 homo_lumo_gap_ev=6.48 total_charge=-1
N 1.08739 -2.32597 -0.22700 -0.8 0.3 -2.4
H 1.60009 -2.54666 -1.14142 -1.4 1.0 1.5
H 1.82097 -2.28009 0.39328 2.3 -0.5 2.1
H 0.79862 -1.31616 -0.14788 -0.2 -0.8 -1.3
C -1.12755 1.67391 0.28287 -1.9 3.3 1.7
S -0.01130 1.03302 -0.84407 2.1 -1.4 -1.3
H -2.17067 1.49999 -0.15119 0.9 0.8 1.0
H -1.14201 1.43098 1.37047 0.1 -0.9 -0.6
H -0.85554 2.83098 0.46495 -1.2 -1.8 -0.8

=====

# 3
9
Properties=species:S:1:pos:R:3:forces:R:3 method="wB97M-V/def2-TZVPD" spin_multiplicity=1 relative_energy_kcal_mol=6.6 homo_lumo_gap_ev=6.37 total_charge=-1
S -3.60129 0.09568 1.27784 0.0 0.0 0.0
H -2.39854 0.55857 0.90636 0.1 0.1 0.0
C 0.97040 -0.32103 -0.81710 -0.4 0.8 -1.1
N 1.08640 0.29390 0.48605 -0.4 -0.3 1.3
H 1.33497 0.35421 -1.59781 0.2 0.1 0.2
H -0.05980 -0.51618 -1.12576 -0.1 -0.5 0.1
H 1.59154 -1.20704 -0.89754 -0.1 -0.2 0.2
H 0.44971 1.07338 0.62145 0.1 0.4 -0.7
H 0.62661 -0.33150 1.14649 0.4 -0.3 0.1

=====

# 4
9
Properties=species:S:1:pos:R:3:forces:R:3 method="wB97M-V/def2-TZVPD" spin_multiplicity=1 relative_energy_kcal_mol=4.4 homo_lumo_gap_ev=6.39 total_charge=-1
S -3.21241 0.44648 1.60344 0.0 0.0 0.1
H -2.14542 0.38663 0.79314 0.1 0.0 -0.1
C 0.67688 -0.46225 -0.79313 0.4 0.2 0.1
N 1.20418 0.21227 0.40714 -0.2 -0.2 -0.2
H 0.01114 0.16058 -1.39431 -0.1 0.0 0.0
H 0.10775 -1.34156 -0.50534 0.1 -0.1 0.1
H 1.51997 -0.77318 -1.42095 -0.2 -0.1 0.0
H 1.35128 1.18921 0.18626 0.0 0.0 0.1
H 0.48662 0.18184 1.12376 0.0 0.2 0.0

=====

# 5
9
Properties=species:S:1:pos:R:3:forces:R:3 method="wB97M-V/def2-TZVPD" spin_multiplicity=1 relative_energy_kcal_mol=0.0 smiles=[NH3+]CS homo_lumo_gap_ev=10.51 total_charge=+1
N -0.64465 -0.52477 -0.18311 -1.5 1.8 0.7
C 0.46520 0.61303 -0.21266 -1.0 0.8 -0.2
S 2.02830 -0.16603 -0.08466 0.0 -0.2 2.2
H -0.31438 -1.29199 -0.79475 -0.3 0.3 0.5
H -1.64478 -0.18170 -0.46210 2.2 -0.7 0.3
H -0.72480 -0.82064 0.81989 0.1 -0.2 -1.2
H 0.35543 1.14169 -1.16101 -0.1 -0.3 0.0
H 0.35144 1.38282 0.60523 -0.5 -1.2 -0.8
H 1.78938 -0.22099 1.31854 1.0 -0.3 -1.6

=====

# 6
9
Properties=species:S:1:pos:R:3:forces:R:3 method="wB97M-V/def2-TZVPD" spin_multiplicity=1 relative_energy_kcal_mol=63.3 smiles=OO.C homo_lumo_gap_ev=11.85 total_charge=0
O -2.76018 -0.01871 0.21501 0.4 1.7 1.6
O -1.35296 -0.03421 0.02941 0.7 0.2 -0.2
H -3.06770 -0.56264 -0.47374 -0.5 -1.2 -1.6
H -1.08683 0.87371 -0.24726 -0.8 -0.7 0.2
C 1.66649 -0.06572 0.11159 0.1 1.7 -1.1
H 2.42300 -0.02091 -0.68547 -0.1 0.1 0.4
H 1.19154 0.93551 0.22665 0.6 -0.6 0.0
H 2.08372 -0.38654 1.03092 0.4 -0.3 0.8
H 0.90291 -0.72049 -0.20710 -0.8 -0.9 -0.2

=====

# 7
9
Properties=species:S:1:pos:R:3:forces:R:3 method="wB97M-V/def2-TZVPD" spin_multiplicity=1 relative_energy_kcal_mol=5.0 smiles=CO.O homo_lumo_gap_ev=10.56 total_charge=0
C 0.81817 -1.41204 -0.63031 0.4 0.5 1.0
O -0.44245 -0.91342 -0.07739 1.3 1.6 -0.7
H 1.31438 -0.73521 -1.35523 -0.5 0.1 0.5
H 0.67559 -2.33397 -1.20971 -0.4 0.1 0.6
H 1.55515 -1.59173 0.22413 -0.9 0.1 -1.1
H -0.38382 0.10483 0.00726 0.0 -2.3 -0.3
O -0.36848 1.99509 0.59728 -0.6 0.4 0.0
H -1.12764 2.58552 0.42213 0.6 -0.4 0.0
H -0.45520 1.78946 1.53417 0.1 0.0 0.1

=====

# 8
9
Properties=species:S:1:pos:R:3:forces:R:3 method="wB97M-V/def2-TZVPD" spin_multiplicity=1 relative_energy_kcal_mol=126.1 homo_lumo_gap_ev=8.08 total_charge=0
C -0.57616 0.48691 -0.02436 -4.4 4.9 -1.7
O -1.52578 -0.17306 -0.49058 2.0 0.0 0.7
H -0.28333 -2.43822 1.54561 0.0 -0.2 0.5
H -0.12840 1.39204 -0.52127 -0.1 -1.3 -1.1
H 0.44109 -0.11014 0.32943 6.0 -1.1 0.1
H -0.29946 -2.13632 0.88524 -0.1 0.1 -0.5
H 2.28698 -0.29437 -0.49288 -0.7 -0.7 -0.5
H -0.62934 0.97181 0.98866 0.2 -1.9 0.9
O 1.77349 0.16039 0.17907 -3.1 0.1 1.6

=====

# 9
9
Properties=species:S:1:pos:R:3:forces:R:3 method="wB97M-V/def2-TZVPD" spin_multiplicity=1 relative_energy_kcal_mol=61.5 homo_lumo_gap_ev=10.69 total_charge=0
C -1.27377 0.58430 0.05797 -3.4 3.3 -0.7
H 2.82368 0.37558 -0.86371 -2.8 -1.5 5.1
H 1.33554 -0.36333 -0.46879 3.1 1.5 3.0
H -1.06033 -1.20803 0.80605 -0.1 1.9 -4.0
H -1.06324 1.23191 -0.75601 1.5 0.2 -1.3
H -2.35930 0.77148 -0.02361 -0.3 0.2 1.2
H -0.85042 1.02326 0.90755 0.6 0.5 1.5
O 2.17401 0.03424 0.16672 -0.4 0.0 -8.0
O -1.07193 -0.70132 -0.16038 1.8 -6.0 3.2

=====

# 10
10
Properties=species:S:1:pos:R:3:forces:R:3 method="wB97M-V/def2-TZVPD" spin_multiplicity=1 relative_energy_kcal_mol=2.3 smiles="C=O.O.O" homo_lumo_gap_ev=11.25 total_charge=0
C -1.50812 -0.69631 -0.45291 0.3 0.0 -0.2
O -0.35350 -0.41496 -0.64879 -0.1 0.0 0.1
H -1.80930 -1.72865 -0.20474 -0.1 0.1 0.0
H -2.29651 0.06665 -0.54325 -0.1 0.0 0.1
O -0.42087 2.65153 -0.07810 0.0 -0.2 0.0
H -0.56219 2.00159 -0.77782 0.1 0.1 0.1
H 0.29542 2.26467 0.44090 -0.1 0.1 -0.1
O 2.56580 -1.25523 0.87546 -0.1 0.0 -0.1
H 2.11763 -1.03557 0.04699 0.0 -0.1 0.3
H 1.97163 -1.85372 1.34226 0.0 0.1 -0.2

=====

# 11
10
Properties=species:S:1:pos:R:3:forces:R:3 method="wB97M-V/def2-TZVPD" spin_multiplicity=1 relative_energy_kcal_mol=24.0 smiles="C=O.O.O" homo_lumo_gap_ev=10.61 total_charge=0
C 2.39370 -2.73528 2.25508 0.5 1.2 -3.9
O 2.00364 -1.62984 1.76925 1.3 -4.7 3.1
H 2.95049 -3.50206 1.46151 -1.3 1.7 1.8
H 2.37970 -3.23595 3.29435 -0.5 1.6 -1.0
O -3.04658 3.68809 -4.78027 0.1 -0.6 2.1
H -3.57660 4.48514 -4.68993 -0.1 0.1 -0.2
H -2.97709 3.38896 -3.82089 0.0 0.4 -1.9
O -0.42060 -0.02063 1.46584 -2.0 -0.7 -0.3
H -1.42059 -0.17246 1.42356 2.3 0.2 0.0
H -0.00981 -0.85301 1.16236 -0.3 0.6 0.3

=====

# 12
11
Properties=species:S:1:pos:R:3:forces:R:3 method="wB97M-V/def2-TZVPD" spin_multiplicity=1 relative_energy_kcal_mol=28.2 homo_lumo_gap_ev=11.38 total_charge=0
H 0.07033 -0.01380 -0.64694 -0.6 -0.6 1.5
O 0.22460 -0.65853 -1.73124 -0.3 -1.6 0.9
O -0.16454 0.09564 0.60487 0.2 -0.1 -0.7
H 0.15743 -1.58110 -1.18134 0.3 1.7 -0.3
H -0.61645 -0.69775 -2.20977 0.1 0.4 -0.2
C -0.27312 -1.10815 1.09260 0.9 0.8 -6.0
H -0.40614 -1.14629 2.08873 -0.6 -0.5 3.7
O -0.19480 -2.08797 0.33066 -0.1 -0.4 1.1
O 0.46860 2.78751 0.50312 -0.6 1.1 2.2
H 0.59520 2.12548 -0.13346 0.3 -1.3 -1.3
H 0.13890 2.28497 1.28278 0.4 0.5 -1.0